{
  "formula": "C24H18Cl5MnN4",
  "method": "wB97M-V/def2-TZVPD",
  "symbols": ["Mn", "C", "N", "C", "C", "C", "C", "C", "C", "N", "C", "C", "C", "C", "C", "C", "N", "C", "C", "C", "C", "C", "N", "H", "H", "H", "H", "H", "H", "H", "H", "H", "H", "H", "H", "H", "H", "H", "H", "H", "H", "Cl", "C", "C", "C", "Cl", "C", "Cl", "C", "Cl", "C", "Cl"],
  "positions_angstrom": [[0.1524, -0.4193, 0.1613], [-2.0057, -2.1327, 1.1021], [-1.5948, -1.5188, -0.2008], [-1.1982, -2.5884, -1.1658], [0.1019, -3.1576, -0.6794], [0.4967, -4.4493, -0.9322], [1.7185, -4.8912, -0.4373], [2.4989, -4.0286, 0.3160], [2.0585, -2.7422, 0.5356], [0.8850, -2.3023, 0.0339], [-2.6100, -0.5744, -0.7604], [-2.3487, 0.8376, -0.3035], [-3.3039, 1.8303, -0.3359], [-2.9406, 3.1319, -0.0134], [-1.6260, 3.4164, 0.3350], [-0.7137, 2.3877, 0.3670], [-1.0807, 1.1284, 0.0572], [-1.4287, -1.3981, 2.2788], [-1.9059, -1.5774, 3.5589], [-1.3852, -0.8058, 4.5888], [-0.4195, 0.1530, 4.3099], [0.0343, 0.2788, 3.0188], [-0.4413, -0.5156, 2.0404], [-1.6910, -3.1766, 1.1164], [-3.0946, -2.1284, 1.1656], [-1.0807, -2.1406, -2.1534], [-1.9712, -3.3546, -1.2438], [-0.1484, -5.1073, -1.5004], [2.0461, -5.9060, -0.6246], [3.4429, -4.3442, 0.7390], [2.6308, -2.0508, 1.1308], [-3.6202, -0.8954, -0.5054], [-2.5315, -0.6099, -1.8485], [-4.3198, 1.5900, -0.6238], [-3.6806, 3.9220, -0.0396], [-1.3084, 4.4201, 0.5818], [0.3225, 2.5483, 0.6341], [-2.6940, -2.2976, 3.7410], [-1.7503, -0.9345, 5.6000], [-0.0181, 0.7996, 5.0782], [0.7809, 1.0083, 2.7483], [3.0494, 0.1065, 2.7464], [3.1197, 0.4684, 1.0632], [2.0257, 0.3118, 0.2272], [2.2173, 0.4489, -1.1196], [0.7557, 0.0238, -2.0746], [3.3773, 0.8361, -1.7420], [3.4430, 0.9836, -3.4297], [4.4567, 1.0991, -0.8893], [5.9126, 1.6299, -1.5530], [4.3258, 0.9068, 0.5014], [5.6602, 1.2037, 1.5053]],
  "atomic_forces_ev_per_a": [[0.164, -0.266, 0.635], [-0.060, 0.115, -0.161], [-0.016, 0.089, -0.163], [-0.088, 0.168, 0.171], [0.180, 0.144, 0.063], [0.011, -0.090, 0.000], [0.000, -0.090, -0.032], [0.078, -0.025, 0.047], [-0.250, -0.040, -0.100], [-0.069, -0.047, -0.003], [0.077, -0.140, 0.101], [0.137, 0.069, 0.023], [-0.112, 0.020, -0.021], [-0.063, 0.035, -0.010], [-0.004, 0.074, 0.012], [-0.162, -0.127, -0.028], [0.269, 0.057, -0.102], [-0.045, 0.044, 0.069], [-0.075, 0.007, 0.065], [-0.019, -0.035, 0.095], [0.003, 0.017, 0.054], [-0.225, -0.034, -0.038], [0.315, -0.006, -0.273], [0.061, 0.000, 0.034], [-0.015, -0.060, 0.063], [0.024, -0.010, -0.031], [-0.009, -0.030, 0.005], [0.022, -0.007, 0.006], [-0.001, 0.011, -0.004], [-0.013, -0.006, -0.018], [0.035, 0.067, 0.024], [-0.027, 0.018, -0.003], [-0.019, 0.050, -0.032], [0.010, 0.027, 0.011], [0.007, -0.012, 0.002], [-0.028, -0.001, -0.011], [0.006, -0.017, 0.000], [0.012, 0.024, 0.024], [-0.004, 0.003, -0.011], [-0.030, -0.020, 0.020], [-0.150, -0.002, -0.007], [0.283, -0.069, -0.147], [0.126, 0.184, 0.120], [-0.666, -0.423, 0.174], [-0.456, 0.090, -0.381], [0.377, 0.098, -0.146], [-0.003, 0.047, -0.153], [0.102, 0.025, -0.036], [-0.001, 0.016, -0.001], [0.120, 0.025, -0.025], [0.122, 0.040, 0.076], [0.069, -0.008, 0.046]],
  "lowdin_spin": [3.22, 0.00, 0.00, 0.00, 0.00, 0.00, 0.01, 0.00, 0.00, -0.04, 0.00, 0.00, 0.00, 0.01, 0.00, 0.00, -0.04, 0.00, 0.00, 0.01, 0.00, 0.00, -0.06, 0.00, 0.00, 0.00, 0.00, 0.00, 0.00, 0.00, 0.00, 0.00, 0.00, 0.00, 0.00, 0.00, 0.00, 0.00, 0.00, 0.00, 0.00, 0.00, 0.00, -0.16, 0.02, -0.02, -0.01, -0.01, 0.04, 0.02, -0.01, -0.01],
  "e_tot_ha": -4595.3684,
  "lumo_energy_ev": [-11.813, -11.161],
  "charge": 3,
  "largest_force_ev_per_a": 0.8,
  "spin_multiplicity": 4,
  "s2": 3.94
}